Entry from OMol25: a structure of composition C22H25BF2N at a distorted geometry (ωB97M-V with the def2-TZVPD basis set).

Output
Frontier orbital gap, eV: 7.97
E_HOMO, eV: -12.052
Energy relative to the best compared isomer or geometry (same formula, charge and spin), eV: 0.318
Energy, eV: -30813.1186

```
! wB97M-V def2-TZVPD RIJCOSX def2/J DEFGRID3
* xyz 1 1
F -5.6333 2.7349 6.8649
C -5.3187 3.7643 6.0055
C -6.1679 4.8757 5.9628
C -5.8368 5.9253 5.0847
C -4.7536 5.8230 4.1694
C -4.5946 6.8139 3.0430
C -3.2725 7.5222 2.8420
C -3.2633 8.8996 2.4804
C -2.1731 9.4809 1.8269
C -1.0484 8.6787 1.5918
F -0.0725 9.1592 0.7494
C -0.9249 7.4011 2.1257
C -2.0011 6.8615 2.8437
C -3.9124 4.6898 4.2679
C -4.1807 3.6587 5.2062
H -7.0421 4.9338 6.6026
H -6.4275 6.8511 5.1069
H -5.5276 7.3520 2.7182
H -4.1491 9.5129 2.7180
H -2.1993 10.5171 1.4943
H 0.0034 6.8359 1.9827
H -1.8297 5.9177 3.3821
H -3.0770 4.5533 3.5752
H -3.5246 2.8013 5.2948
C -2.1321 8.3865 -4.2607
C -1.9434 6.8844 -3.9942
C -2.1325 6.1611 -5.3283
C -0.4680 6.7226 -3.5926
C -2.9196 6.3808 -2.8361
C -3.9129 5.3702 -2.8813
C -4.6646 5.0537 -1.7226
N -4.5248 5.6863 -0.5043
B -5.2465 5.4132 0.8765
H -4.7060 6.2230 1.9381
C -3.6280 6.7152 -0.5083
C -2.7815 7.0528 -1.5833
H -1.8913 8.9966 -3.3872
H -1.4510 8.6948 -5.0614
H -3.1500 8.6169 -4.5903
H -1.9190 5.0898 -5.2551
H -3.1340 6.3122 -5.7441
H -1.4173 6.5853 -6.0464
H -0.2074 5.6760 -3.4062
H 0.1637 7.0754 -4.4157
H -0.2063 7.3189 -2.7153
H -4.0939 4.8209 -3.8378
H -5.4068 4.2731 -1.7937
H -6.4146 5.7882 0.9680
H -5.0661 4.3161 1.3568
H -3.5562 7.3242 0.4134
H -2.0125 7.8539 -1.4208
*
```

These are the natural (NBO) partial charges, in e, on atoms 1 to 6: atom 1 (F): -0.315, atom 2 (C): 0.423, atom 3 (C): -0.266, atom 4 (C): -0.143, atom 5 (C): -0.133, atom 6 (C): -0.142